No. 1
C6H13CdO3 as an isolated structure, computed with wB97M-V/def2-TZVPD.

Cartesian coordinates (Å):
C1 2.80 3.24 -2.58
C2 2.84 2.41 -1.50
C3 1.65 1.84 -0.91
C4 1.85 0.10 -0.87
O1 1.30 -0.39 0.21
Cd1 0.03 -0.43 1.60
H1 1.89 3.33 -3.18
H2 3.81 2.16 -1.05
H3 3.54 4.02 -2.72
H4 0.74 1.97 -1.50
H5 1.55 2.07 0.16
H6 2.95 0.01 -0.88
H7 1.30 -0.22 -1.76
O2 -1.24 -1.41 0.51
C5 -2.39 -2.19 0.83
C6 -2.92 -1.82 2.21
O3 -4.00 -2.68 2.47
H8 -0.71 -1.58 -0.42
H9 -2.10 -3.25 0.80
H10 -3.16 -2.00 0.06
H11 -3.23 -0.76 2.22
H12 -2.11 -1.95 2.96
H13 -4.39 -2.45 3.32

electronic energy = -629.01773 a.u.
net charge = +2
strongest force on any atom = 0.0882 Eh/bohr
2S+1 = 2
E_LUMO (alpha / beta) = -0.36095 / -0.39486 hartree
ΔE to the lowest compared entry with this formula, charge and spin = 0.0 kJ/mol
Kohn-Sham gap (alpha / beta) = 7.16 / 6.24 eV

natural (NBO) atomic charge list, values in e, 4 entries: atom 1 (C): -0.090, atom 2 (C): -0.052, atom 3 (C): -0.457, atom 4 (C): 0.082

***

No. 2
F3H10HfO5Pb as an isolated structure, computed with wB97M-V/def2-TZVPD.

Cartesian coordinates (Å):
Pb1 23.22 -29.29 -26.11
Hf1 25.70 -29.41 -30.11
F1 26.25 -27.61 -28.62
F2 26.42 -30.83 -28.26
F3 23.94 -29.33 -28.49
O1 24.41 -31.60 -30.00
H1 24.21 -32.09 -29.20
H2 24.21 -32.22 -30.71
O2 21.98 -31.20 -27.20
H3 22.51 -31.76 -27.77
H4 21.10 -31.57 -27.25
O3 23.66 -29.29 -31.37
H5 23.22 -28.62 -31.89
H6 22.95 -29.84 -31.03
O4 24.57 -27.21 -26.57
H7 24.97 -26.47 -26.12
H8 25.12 -27.35 -27.35
O5 21.47 -28.25 -27.91
H9 20.64 -27.94 -28.26
H10 21.78 -28.88 -28.56

electronic energy = -921.56495 a.u.
net charge = +3
strongest force on any atom = 0.1993 Eh/bohr
E_LUMO = -0.52698 hartree
ΔE to the lowest compared entry with this formula, charge and spin = 256.1 kJ/mol
Kohn-Sham gap = 7.85 eV

Löwdin atomic charge list, values in e, 4 entries: atom 1 (Pb): 1.834, atom 2 (Hf): 2.417, atom 3 (F): -0.439, atom 4 (F): -0.450